# 1
{
  "formula": "C35H28Cl3F5KN11OS5Sb",
  "method": "wB97M-V/def2-TZVPD",
  "charge": -2,
  "spin_multiplicity": 2,
  "homo_energy_ev": [-0.26, -1.95],
  "homo_lumo_gap_ev": [3.44, 5.13],
  "species": ["K", "S", "Sb", "S", "S", "F", "C", "C", "F", "C", "F", "C", "S", "C", "F", "C", "F", "N", "C", "N", "N", "C", "N", "H", "H", "H", "H", "C", "C", "N", "C", "C", "N", "C", "N", "N", "N", "C", "C", "C", "C", "C", "C", "H", "H", "H", "H", "H", "H", "H", "H", "H", "H", "H", "Cl", "C", "C", "C", "C", "C", "C", "N", "C", "C", "N", "C", "O", "C", "C", "C", "Cl", "S", "C", "C", "C", "Cl", "C", "H", "H", "H", "H", "H", "H", "H", "H", "H", "H", "H", "H", "H"],
  "positions_angstrom": [[-0.229, 0.378, 1.189], [2.222, 2.695, -3.606], [1.875, 2.545, -1.285], [3.742, 1.904, -0.052], [0.555, 4.278, -0.452], [-2.803, -1.269, 7.367], [-2.718, -1.419, 6.031], [-1.722, -0.803, 5.310], [-0.823, -0.039, 5.955], [-1.652, -0.968, 3.937], [-0.632, -0.327, 3.317], [-2.549, -1.737, 3.183], [-2.455, -1.938, 1.468], [-3.542, -2.339, 3.977], [-4.479, -3.108, 3.400], [-3.631, -2.192, 5.345], [-4.614, -2.803, 6.034], [-0.576, 1.377, -4.482], [-0.873, 0.078, -4.352], [-1.543, -0.536, -5.378], [-0.613, -0.661, -3.303], [-0.213, -0.060, -2.180], [0.154, 0.401, -1.175], [-0.745, 1.815, -5.371], [0.284, 1.721, -3.999], [-1.421, -0.177, -6.307], [-1.624, -1.533, -5.280], [-2.771, 2.263, -0.963], [-2.706, 2.731, 0.448], [-2.260, 2.035, 1.456], [-2.278, 2.869, 2.558], [-2.770, 4.083, 2.211], [-3.015, 4.005, 0.847], [-3.421, 5.087, 0.006], [-4.868, 5.181, -0.199], [-5.428, 4.755, -1.340], [-6.696, 4.894, -1.283], [-7.007, 5.429, -0.042], [-8.239, 5.772, 0.519], [-8.229, 6.297, 1.786], [-7.016, 6.486, 2.496], [-5.802, 6.151, 1.956], [-5.828, 5.612, 0.660], [-2.684, 1.178, -0.967], [-1.925, 2.683, -1.521], [-3.706, 2.550, -1.449], [-1.917, 2.537, 3.521], [-2.909, 4.997, 2.767], [-2.959, 4.991, -0.970], [-3.088, 6.013, 0.463], [-9.160, 5.620, -0.031], [-9.164, 6.568, 2.260], [-7.050, 6.900, 3.496], [-4.881, 6.289, 2.506], [7.573, -6.686, -5.355], [6.613, -5.758, -4.229], [6.591, -6.113, -2.898], [5.823, -5.349, -2.026], [5.079, -4.257, -2.443], [4.278, -3.504, -1.394], [2.775, -3.717, -1.550], [2.044, -3.256, -0.391], [1.550, -4.037, 0.644], [1.061, -3.158, 1.561], [1.289, -1.862, 1.145], [1.874, -1.961, -0.022], [4.496, -2.122, -1.467], [5.639, -1.621, -0.776], [5.482, -1.718, 0.710], [6.066, -2.633, 1.523], [7.183, -3.873, 1.063], [5.573, -2.489, 3.155], [4.547, -1.169, 2.764], [4.596, -0.862, 1.449], [5.126, -3.934, -3.800], [4.238, -2.607, -4.472], [5.893, -4.678, -4.690], [7.168, -6.958, -2.546], [5.812, -5.603, -0.971], [4.571, -3.898, -0.415], [2.551, -4.775, -1.682], [2.445, -3.173, -2.434], [1.553, -5.115, 0.599], [0.545, -3.372, 2.485], [2.228, -1.130, -0.627], [5.696, -0.573, -1.066], [6.539, -2.141, -1.113], [3.954, -0.700, 3.537], [4.034, -0.049, 0.986], [5.918, -4.407, -5.737]],
  "forces_ev_per_angstrom": [[0.403, 0.459, -0.105], [0.024, -0.032, -0.018], [0.062, 0.350, -0.149], [0.039, 0.434, -0.148], [-0.002, 0.063, 0.080], [-0.004, 0.006, 0.069], [-0.059, -0.017, 0.105], [0.183, 0.108, -0.194], [0.055, 0.030, -0.028], [0.030, 0.041, 0.187], [-0.325, -0.439, 1.291], [-0.009, -0.027, -0.125], [-0.058, -0.026, 0.285], [-0.059, -0.040, -0.050], [-0.052, -0.054, -0.039], [-0.114, -0.093, -0.044], [-0.039, -0.027, -0.001], [0.086, -0.269, 0.165], [0.035, 0.174, -0.218], [-0.044, 0.024, 0.115], [0.071, 0.164, 0.776], [0.084, -0.182, -0.398], [-0.615, -0.860, -1.813], [-0.020, 0.063, -0.028], [0.058, 0.365, 0.026], [0.074, -0.023, -0.043], [-0.021, -0.038, -0.004], [0.009, 0.080, 0.003], [0.241, 0.209, -0.047], [-0.230, 0.158, 0.459], [-0.159, -0.148, -0.143], [0.246, 0.055, -0.188], [-0.351, -0.080, 0.133], [-0.088, -0.008, -0.008], [0.518, -0.090, 0.189], [0.091, -0.045, -0.157], [-0.266, 0.130, 0.274], [-0.134, -0.172, -0.429], [-0.175, 0.005, -0.024], [0.121, 0.043, 0.140], [-0.282, 0.015, -0.019], [0.128, -0.067, -0.152], [0.211, 0.095, 0.240], [-0.015, 0.027, 0.012], [-0.049, -0.009, 0.049], [0.022, -0.001, 0.016], [-0.109, 0.030, -0.076], [0.045, -0.057, -0.065], [0.026, -0.018, -0.106], [0.052, 0.143, -0.010], [0.050, 0.005, 0.017], [0.023, 0.013, 0.022], [-0.026, -0.001, -0.007], [-0.017, -0.024, -0.029], [-0.033, 0.032, 0.033], [0.127, -0.141, -0.060], [-0.049, -0.013, 0.278], [0.246, -0.342, 0.017], [-0.088, 0.086, 0.024], [0.089, 0.032, -0.140], [-0.114, 0.007, 0.045], [0.186, -0.090, 0.114], [-0.021, 0.176, -0.211], [0.196, 0.189, -0.014], [-0.050, -0.381, 0.094], [0.140, 0.107, -0.002], [-0.126, 0.173, 0.040], [0.008, 0.044, -0.012], [-0.297, 0.200, -0.098], [0.075, -0.113, 0.036], [0.037, 0.003, 0.003], [0.061, -0.153, 0.284], [-0.026, 0.014, 0.131], [0.095, -0.198, -0.090], [0.079, -0.106, -0.126], [-0.017, 0.027, 0.076], [-0.177, 0.260, -0.099], [-0.031, 0.037, 0.004], [0.016, 0.003, -0.074], [0.013, 0.033, 0.074], [0.039, -0.045, -0.068], [-0.105, -0.006, -0.014], [-0.013, 0.099, -0.032], [0.024, 0.035, -0.086], [-0.123, -0.182, 0.112], [-0.022, 0.023, -0.013], [0.100, -0.063, -0.016], [0.063, -0.036, -0.100], [0.051, -0.157, 0.063], [-0.016, 0.006, 0.043]]
}

# 2
{
  "formula": "C35H28Cl3FeN3O6S5",
  "method": "wB97M-V/def2-TZVPD",
  "charge": -1,
  "spin_multiplicity": 6,
  "e_above_lowest_kj_mol": 0.0,
  "homo_energy_ev": [-5.08, -5.19],
  "homo_lumo_gap_ev": [7.24, 5.90],
  "species": ["Fe", "S", "C", "S", "S", "C", "C", "C", "C", "C", "N", "C", "O", "N", "C", "C", "C", "C", "N", "C", "C", "C", "H", "H", "H", "H", "H", "H", "H", "H", "H", "H", "H", "H", "H", "O", "S", "C", "C", "C", "C", "C", "C", "C", "C", "C", "C", "C", "C", "H", "H", "H", "H", "H", "H", "H", "H", "H", "H", "Cl", "C", "Cl", "Cl", "C", "O", "O", "O", "C", "O", "C", "C", "C", "C", "S", "C", "C", "H", "H", "H", "H", "H"],
  "positions_angstrom": [[-0.964, 0.514, -0.333], [-3.904, -3.060, 1.735], [-2.766, -1.946, 1.186], [-3.160, -0.642, 0.190], [-1.285, -2.413, 1.783], [0.652, 7.536, 2.612], [0.066, 6.504, 3.546], [0.432, 6.439, 4.886], [-0.077, 5.455, 5.723], [-0.982, 4.517, 5.238], [-1.458, 3.547, 6.166], [-2.221, 2.412, 5.992], [-2.968, 2.023, 6.873], [-2.114, 1.723, 4.803], [-1.037, 1.632, 3.893], [0.267, 2.008, 4.179], [1.221, 1.896, 3.185], [0.859, 1.403, 1.946], [-0.390, 1.012, 1.689], [-1.314, 1.126, 2.635], [-1.373, 4.582, 3.906], [-0.844, 5.561, 3.078], [1.113, 8.356, 3.165], [-0.115, 7.949, 1.953], [1.414, 7.088, 1.969], [1.139, 7.160, 5.286], [0.234, 5.410, 6.762], [-1.524, 3.867, 7.118], [-2.851, 1.046, 4.691], [0.529, 2.391, 5.157], [2.243, 2.199, 3.366], [1.567, 1.328, 1.131], [-2.322, 0.815, 2.370], [-2.074, 3.870, 3.493], [-1.137, 5.565, 2.033], [-0.727, -1.369, -1.521], [0.292, -2.466, -1.354], [1.055, -2.592, -2.960], [0.341, -2.184, -4.076], [0.967, -2.197, -5.312], [2.289, -2.618, -5.423], [2.992, -3.023, -4.296], [2.377, -2.999, -3.050], [-0.661, -3.977, -1.357], [-0.032, -5.177, -1.048], [-0.786, -6.338, -1.006], [-2.154, -6.286, -1.254], [-2.769, -5.075, -1.545], [-2.022, -3.905, -1.597], [-0.679, -1.836, -3.967], [0.424, -1.864, -6.189], [2.778, -2.609, -6.390], [4.026, -3.335, -4.382], [2.924, -3.282, -2.156], [1.033, -5.199, -0.835], [-0.312, -7.282, -0.764], [-2.744, -7.192, -1.202], [-3.838, -5.034, -1.713], [-2.483, -2.942, -1.780], [-3.623, 5.209, -0.665], [-1.990, 4.657, -1.168], [-2.026, 4.238, -2.882], [-0.832, 5.990, -0.923], [-1.626, 3.438, -0.230], [-1.284, 3.739, 0.902], [-1.815, 2.318, -0.784], [0.245, 3.593, -7.726], [-0.335, 2.498, -7.161], [-1.073, 1.829, -7.831], [0.006, 2.230, -5.737], [1.147, 2.733, -5.116], [1.453, 2.398, -3.809], [0.628, 1.550, -3.056], [1.131, 1.126, -1.422], [-0.535, 1.075, -3.685], [-0.829, 1.396, -4.999], [0.707, 4.089, -7.040], [1.838, 3.380, -5.650], [2.350, 2.792, -3.344], [-1.220, 0.439, -3.139], [-1.720, 1.003, -5.477]],
  "forces_ev_per_angstrom": [[0.010, -0.067, -0.349], [-0.076, -0.299, 0.164], [-0.554, 0.525, -0.500], [0.079, 0.120, 0.115], [0.551, -0.144, 0.231], [-0.041, -0.101, 0.048], [0.012, 0.004, 0.025], [0.037, -0.003, 0.030], [0.084, 0.068, -0.010], [-0.096, -0.063, 0.139], [0.063, 0.031, -0.146], [0.056, 0.098, -0.077], [0.011, 0.016, -0.019], [0.231, 0.057, -0.147], [-0.281, -0.052, 0.268], [0.091, -0.042, 0.130], [0.052, 0.006, 0.007], [-0.015, -0.022, 0.018], [0.076, -0.143, -0.077], [-0.014, -0.010, -0.131], [-0.069, 0.080, -0.044], [-0.008, 0.150, -0.036], [-0.013, -0.020, -0.014], [0.011, -0.011, 0.041], [-0.023, 0.013, 0.040], [-0.044, -0.034, -0.007], [-0.004, 0.005, -0.042], [-0.051, 0.029, 0.043], [0.020, -0.093, 0.041], [-0.005, -0.036, -0.063], [-0.014, -0.006, 0.004], [-0.027, 0.023, 0.051], [0.080, 0.005, -0.012], [0.018, 0.130, -0.001], [0.014, -0.003, 0.179], [-0.181, -0.148, 0.181], [0.054, 0.350, 0.186], [0.074, 0.016, -0.120], [0.024, -0.027, -0.097], [0.038, -0.024, -0.001], [-0.062, 0.031, 0.025], [-0.054, -0.002, 0.047], [0.016, -0.048, -0.035], [-0.084, -0.081, -0.047], [0.036, 0.088, -0.059], [-0.034, 0.014, -0.006], [0.024, 0.056, -0.010], [0.032, -0.029, 0.010], [-0.008, -0.074, 0.032], [0.080, -0.021, 0.012], [0.031, 0.007, 0.016], [-0.029, -0.014, 0.032], [-0.021, 0.013, 0.007], [-0.031, 0.048, -0.051], [-0.087, -0.002, -0.010], [-0.019, 0.038, -0.007], [0.003, 0.009, -0.005], [0.036, 0.004, 0.021], [0.018, -0.034, 0.015], [0.187, -0.042, -0.050], [-0.094, 0.137, -0.075], [0.029, 0.040, 0.084], [-0.098, -0.112, -0.010], [-0.229, 0.063, -0.243], [-0.005, -0.398, -0.228], [0.070, -0.065, 0.340], [0.047, 0.012, 0.088], [0.017, 0.134, 0.075], [-0.047, -0.118, 0.038], [0.005, -0.042, -0.174], [0.085, 0.070, 0.129], [0.034, 0.036, -0.071], [0.103, -0.057, 0.052], [-0.080, 0.089, -0.172], [-0.037, 0.002, 0.044], [-0.046, -0.091, 0.140], [-0.011, 0.016, -0.034], [0.021, -0.051, 0.009], [-0.046, -0.026, -0.041], [0.046, 0.008, 0.018], [0.034, 0.013, 0.047]]
}

# 3
{
  "formula": "C35H28Cl5N4O8PbS2",
  "method": "wB97M-V/def2-TZVPD",
  "charge": -1,
  "e_above_lowest_kj_mol": 0.0,
  "homo_energy_ev": -5.02,
  "homo_lumo_gap_ev": 5.64,
  "species": ["Pb", "Cl", "C", "C", "C", "C", "C", "Cl", "C", "S", "H", "H", "H", "O", "C", "C", "C", "C", "C", "C", "C", "O", "N", "O", "O", "H", "H", "H", "H", "C", "C", "C", "N", "N", "C", "N", "S", "H", "H", "H", "H", "H", "H", "H", "Cl", "C", "Cl", "C", "O", "O", "H", "Cl", "C", "C", "O", "O", "H", "H", "C", "C", "C", "C", "C", "C", "C", "C", "C", "C", "C", "C", "C", "C", "H", "H", "H", "H", "H", "H", "H", "H", "H", "H", "H"],
  "positions_angstrom": [[-1.165, 0.138, 1.081], [-2.093, -0.011, -2.188], [-2.503, 1.673, -2.268], [-2.297, 2.311, -3.480], [-2.592, 3.656, -3.611], [-3.101, 4.344, -2.522], [-3.312, 3.688, -1.321], [-4.003, 4.622, -0.033], [-3.017, 2.322, -1.133], [-3.389, 1.518, 0.376], [-1.908, 1.740, -4.313], [-2.428, 4.163, -4.553], [-3.346, 5.395, -2.595], [2.057, -0.730, -0.143], [2.861, -1.469, 0.581], [3.056, -1.296, 1.919], [4.016, -2.137, 2.566], [4.098, -2.153, 3.909], [3.211, -1.366, 4.730], [2.307, -0.547, 4.163], [2.223, -0.384, 2.714], [1.480, 0.421, 2.173], [5.085, -3.014, 4.551], [5.794, -3.712, 3.848], [5.145, -2.983, 5.766], [3.402, -2.254, 0.056], [4.678, -2.764, 1.981], [3.287, -1.462, 5.804], [1.620, 0.042, 4.758], [-2.289, 4.640, 3.238], [-0.830, 4.372, 3.595], [-0.029, 3.965, 2.397], [-0.520, 3.630, 1.263], [0.407, 3.202, 0.344], [1.614, 3.252, 0.815], [2.746, 2.951, 0.101], [1.717, 3.854, 2.440], [-2.852, 4.906, 4.133], [-2.740, 3.763, 2.774], [-2.363, 5.460, 2.524], [-0.767, 3.563, 4.329], [-0.369, 5.252, 4.049], [2.577, 2.388, -0.720], [3.533, 2.645, 0.648], [-3.171, -3.245, 4.669], [-3.447, -1.483, 4.744], [-2.501, -0.764, 6.062], [-3.144, -0.896, 3.343], [-4.060, -0.957, 2.542], [-1.967, -0.441, 3.181], [-4.494, -1.337, 4.974], [-4.233, -3.407, -1.637], [-3.513, -2.678, -0.166], [-2.015, -2.989, -0.064], [-1.616, -4.124, -0.263], [-1.254, -1.990, 0.247], [-4.023, -3.112, 0.690], [-3.711, -1.612, -0.190], [-0.787, -4.662, -4.602], [-0.288, -3.403, -4.908], [0.358, -2.647, -3.944], [0.526, -3.142, -2.648], [0.008, -4.405, -2.353], [-0.642, -5.159, -3.316], [1.164, -2.429, -1.528], [1.627, -1.189, -1.419], [1.806, -0.106, -2.410], [1.198, 1.130, -2.209], [1.444, 2.179, -3.084], [2.290, 1.994, -4.168], [2.904, 0.765, -4.370], [2.671, -0.280, -3.488], [-1.301, -5.243, -5.357], [-0.411, -3.001, -5.905], [0.703, -1.658, -4.201], [0.085, -4.782, -1.340], [-1.056, -6.123, -3.052], [1.150, -2.998, -0.603], [0.523, 1.271, -1.373], [0.968, 3.136, -2.911], [2.474, 2.809, -4.857], [3.577, 0.623, -5.207], [3.159, -1.238, -3.625]],
  "forces_ev_per_angstrom": [[-0.219, 0.204, -0.128], [0.032, -0.159, -0.017], [0.031, 0.202, -0.036], [0.062, -0.071, -0.004], [0.024, 0.013, 0.001], [-0.020, 0.023, 0.021], [0.092, -0.109, -0.139], [-0.002, 0.000, 0.061], [0.005, 0.072, 0.184], [-0.277, -0.188, 0.000], [0.016, 0.008, 0.018], [-0.013, -0.006, 0.009], [-0.004, -0.008, 0.012], [0.011, -0.267, 0.241], [-0.100, 0.161, -0.563], [0.162, -0.134, 0.285], [0.003, -0.076, -0.131], [-0.120, 0.120, 0.056], [0.103, -0.082, -0.042], [0.043, 0.104, 0.040], [0.033, -0.301, 0.005], [-0.114, 0.542, 0.208], [-0.031, 0.020, 0.021], [-0.003, 0.031, -0.023], [0.019, -0.010, 0.055], [-0.073, -0.020, -0.097], [-0.047, -0.036, 0.010], [0.002, -0.017, -0.016], [0.000, -0.005, -0.009], [0.073, 0.011, 0.012], [-0.112, -0.003, -0.112], [0.217, 0.049, 0.089], [-0.241, -0.177, -0.126], [0.297, 0.024, 0.029], [-0.042, 0.153, 0.153], [0.035, 0.067, -0.014], [-0.090, -0.098, -0.027], [0.000, -0.032, 0.005], [-0.021, 0.029, -0.004], [-0.019, -0.027, -0.016], [0.022, 0.016, 0.032], [0.000, -0.001, 0.028], [-0.025, -0.039, -0.049], [-0.019, -0.082, 0.000], [0.006, 0.050, 0.023], [0.043, -0.047, -0.066], [-0.014, 0.020, -0.009], [-0.031, -0.027, 0.172], [-0.015, -0.032, -0.124], [0.227, 0.068, -0.204], [-0.031, -0.012, 0.009], [0.044, 0.026, 0.042], [0.079, 0.023, 0.006], [-0.118, 0.254, 0.017], [-0.179, -0.063, 0.366], [-0.172, -0.185, 0.167], [-0.010, -0.002, 0.045], [0.003, 0.044, -0.043], [-0.006, -0.005, 0.062], [0.022, 0.040, -0.031], [-0.051, 0.096, 0.034], [0.020, -0.052, -0.051], [0.349, -0.214, 0.028], [0.001, 0.037, -0.088], [-0.156, -0.055, 0.154], [0.384, -0.041, -0.257], [0.112, 0.028, 0.026], [-0.101, -0.089, -0.050], [-0.071, -0.001, 0.021], [0.037, -0.010, -0.049], [-0.005, 0.020, 0.000], [-0.013, 0.005, 0.073], [-0.006, -0.001, -0.013], [-0.011, 0.021, -0.003], [0.030, 0.040, -0.024], [0.049, 0.051, -0.248], [0.014, 0.014, 0.019], [-0.102, 0.013, 0.003], [0.045, 0.090, -0.012], [-0.050, -0.008, 0.005], [0.011, 0.002, 0.013], [-0.013, -0.004, -0.008], [-0.011, 0.006, -0.026]]
}

Here are the calculated DFT total energy numbers, same order: -183384.9626, -179641.1031, -148621.5473 (eV).